The following is a quantum chemistry calculation of a structure of composition C33H39FN5O10P3SV, from the OMol25 dataset.

Geometry as XYZ:
```
93
Properties=species:S:1:pos:R:3:forces:R:3:lowdin_spin:R:1
V 12.8205 -1.6588 16.7911 0.39 -1.63 0.53 1.93
N 9.7437 0.7577 12.8355 0.14 1.33 0.54 0.00
C 9.9923 -0.5554 13.1097 -0.46 -2.20 -0.25 0.00
S 10.0945 -1.6158 11.7122 -0.01 0.35 0.27 0.00
N 9.9035 -0.8949 14.3736 0.20 0.14 -0.43 0.00
N 10.2073 -2.1692 14.8491 -0.73 0.82 0.39 0.00
C 9.3686 -2.6046 15.7430 1.15 0.41 -1.14 0.00
C 8.0442 -1.9885 15.9773 -0.97 0.27 -0.99 0.00
C 7.5965 -1.6239 17.2466 0.56 0.43 -0.28 0.00
C 6.4255 -0.8862 17.3338 -0.83 0.22 0.53 0.00
C 5.6169 -0.5792 16.2379 0.65 -0.68 0.12 0.00
C 5.9867 -1.0244 14.9782 1.63 -0.80 1.08 0.00
C 7.2092 -1.7019 14.8487 0.18 0.27 0.60 0.00
C 9.8778 -3.5926 16.7306 0.61 -0.30 0.89 0.00
C 9.6079 -4.9517 16.7465 -0.89 -0.40 -0.36 0.00
C 9.8496 -5.6737 17.9169 -0.40 -1.17 -0.40 0.00
C 10.3348 -5.0259 19.0048 1.15 1.36 0.82 0.00
C 10.8004 -3.7027 18.8674 -0.49 -0.66 -1.34 0.00
N 10.6321 -3.0361 17.7273 -1.00 0.13 -0.01 0.01
H 10.0978 1.1452 11.9614 -0.18 -0.49 0.59 0.00
H 9.8004 1.3375 13.6754 0.08 0.03 -0.44 0.00
H 8.2582 -1.7491 18.1202 -0.53 -0.10 -0.48 0.00
H 6.0852 -0.5490 18.3096 0.14 0.03 -0.01 0.00
H 4.7057 -0.0330 16.3547 -0.41 0.30 0.25 0.00
H 5.3718 -0.8726 14.1345 -0.50 0.30 -0.87 0.00
H 7.5679 -1.9256 13.8487 0.05 -0.26 0.14 0.00
H 9.1555 -5.4670 15.8807 0.27 0.55 0.49 0.00
H 9.6661 -6.7677 18.0107 -0.02 0.92 -0.41 0.00
H 10.5484 -5.4993 19.9407 -0.11 -0.45 0.33 0.00
H 11.3974 -3.2147 19.6166 0.02 0.07 0.28 0.00
O 12.1591 2.0498 18.6332 0.79 -0.21 0.75 0.00
P 12.2172 1.5408 17.1408 -2.45 -1.27 -1.01 0.01
O 11.3879 2.3993 16.2197 1.62 -1.62 1.31 0.00
O 11.8812 -0.0815 17.1672 0.74 3.51 -0.21 0.01
O 13.8053 1.6266 16.8469 -0.30 0.44 -0.42 0.00
P 14.8212 0.7179 17.7205 -0.60 -0.71 1.01 0.00
O 16.2170 1.2942 17.2164 0.67 1.08 -0.56 0.00
O 14.6922 -0.6719 17.1263 -0.14 0.32 0.43 0.03
O 14.5731 1.0018 19.1870 0.29 -0.27 -1.55 0.00
H 13.0209 1.7881 19.1247 -1.00 -0.01 -0.65 0.00
H 16.2080 2.2349 16.9219 -0.24 -1.15 0.52 0.00
C 15.7123 -8.7108 17.1203 0.33 0.39 0.49 0.00
C 14.3812 -8.4744 17.8854 0.24 -1.08 -0.88 0.01
C 13.4743 -9.6346 17.5324 -0.44 -0.30 1.60 0.00
C 13.1001 -9.6467 16.1179 -0.03 0.40 -1.52 0.00
C 12.6687 -8.2943 15.6657 -0.03 -0.91 -0.28 0.06
C 11.9306 -8.2535 14.5001 -1.11 0.31 -2.02 0.15
C 11.5276 -7.0374 14.0050 0.58 1.16 0.39 0.02
F 10.8547 -6.9316 12.8398 -0.24 -0.51 -0.26 -0.01
C 11.8541 -5.8396 14.6198 -1.22 -0.49 -0.85 0.14
C 12.5161 -5.8955 15.8393 1.12 0.17 0.84 0.04
C 12.9593 -4.7735 16.5291 0.48 2.33 0.89 0.20
O 12.7856 -3.5409 16.1069 -0.42 -0.47 -1.28 0.13
C 13.6698 -4.9193 17.7711 -0.65 -0.08 0.09 0.02
C 13.9738 -6.1428 18.2048 0.86 0.65 1.54 0.10
N 13.6719 -7.2795 17.5198 0.81 1.26 1.23 0.07
C 12.9244 -7.1573 16.3554 0.32 -0.70 -0.29 0.04
C 13.8178 -3.8021 18.7757 0.69 -0.43 0.33 0.00
O 14.3121 -4.0271 19.8981 -0.56 0.17 -1.01 0.01
O 13.3561 -2.6812 18.3922 0.22 1.23 0.56 0.00
H 16.1186 -9.6880 17.3851 -0.11 -0.14 0.15 0.00
H 16.5039 -7.9950 17.3644 -0.30 0.17 -0.04 0.00
H 15.5815 -8.7265 16.0407 -0.18 0.25 -0.03 0.00
H 14.5443 -8.4836 18.9740 0.08 0.29 -0.39 0.00
H 12.5831 -9.5636 18.1793 0.21 -0.21 -0.20 0.00
H 13.9918 -10.5525 17.6929 0.33 -0.84 0.84 0.00
H 12.2517 -10.2766 15.9082 -0.28 -0.67 0.20 0.00
H 13.9247 -10.0494 15.4943 -0.26 0.27 0.15 0.00
H 11.6971 -9.1144 13.8908 0.08 -0.35 0.20 0.01
H 11.4601 -4.9167 14.2096 0.20 0.02 0.16 0.01
H 14.4502 -6.0856 19.2147 -0.30 -1.01 -0.85 0.01
C 15.6915 -3.4588 14.5404 -0.34 0.58 0.53 0.00
C 15.3606 -1.9405 14.3400 -0.50 -0.42 -0.39 0.00
P 13.5037 -1.5407 14.3350 0.55 -0.38 -0.42 -0.01
C 12.9208 -2.8413 13.1314 0.23 0.61 0.62 0.00
C 13.5725 -2.7831 11.7512 -0.41 -0.71 0.30 0.00
C 13.2527 0.1049 13.4376 1.02 -0.20 0.20 0.00
C 14.4746 1.0422 13.5621 -0.42 0.42 0.92 0.00
H 16.7624 -3.6187 14.7487 -0.30 0.29 0.03 0.00
H 15.4773 -4.0289 13.6317 -0.22 0.03 0.20 0.00
H 15.1093 -3.8606 15.3923 0.35 0.04 -0.53 0.00
H 15.7559 -1.6585 13.3663 0.13 0.26 -0.12 0.00
H 15.7996 -1.3177 15.1096 0.21 0.01 0.13 0.00
H 11.8776 -2.5548 12.9505 -0.05 -0.75 0.47 0.00
H 13.0894 -3.8254 13.6366 -0.51 0.98 -0.49 0.00
H 13.6102 -1.7552 11.4006 0.16 -0.04 -0.29 0.00
H 12.9091 -3.3702 11.0780 0.56 0.42 0.18 0.00
H 14.5611 -3.2454 11.7919 0.10 0.19 -0.34 0.00
H 12.3738 0.6037 13.8232 -0.20 -0.06 0.55 0.00
H 12.9859 -0.1022 12.4178 0.07 -0.24 -0.66 0.00
H 14.5273 1.3363 14.6361 0.37 -0.27 -0.74 0.00
H 14.3722 1.9987 13.0223 -0.24 -0.43 -0.07 0.00
H 15.4128 0.5833 13.2460 -0.07 -0.03 0.09 0.00
```
Forces are in eV/Å.

The calculation puts the energy relative to the best compared isomer or geometry (same formula, charge and spin) at 128.6 kJ/mol. As for the largest force on an atom: 3.60 eV Å⁻¹. As for the LUMO energy (spin up / spin down): 3.95 / 3.93 eV. The value obtained for the calculated total energy is -4773.657189 Eh. The net charge is -2. The multiplicity is 4.



The following is a quantum chemistry calculation of a structure of composition C25H27N6O5SW, from the OMol25 dataset.

Geometry as XYZ:
```
65
Properties=species:S:1:pos:R:3:forces:R:3:lowdin_spin:R:1
W -1.2152 -0.6727 0.8264 3.01 1.10 1.18 0.38
N 1.0216 -1.2737 0.5362 -0.74 -0.39 -0.15 0.00
C 1.0869 -2.6878 0.0861 -0.18 -0.28 -0.21 0.00
C -0.2229 -3.1512 -0.5732 1.06 0.14 0.29 0.00
O -0.2771 -4.2157 -1.1393 -0.23 0.04 -0.03 0.01
N -1.2287 -2.2574 -0.4094 -0.87 0.06 -0.30 0.04
C -2.5561 -2.6626 -0.8620 -0.11 0.06 0.13 0.01
C -3.6055 -1.8988 -0.0493 -0.49 -0.92 -1.29 0.01
O -4.7791 -2.0341 -0.2266 0.20 0.24 0.28 0.01
O -3.0685 -1.0460 0.8278 -0.41 0.62 0.48 0.05
H 1.3641 -0.6857 -0.2219 -0.24 0.10 -0.09 0.00
H 1.6433 -1.1359 1.3289 -0.22 0.09 0.13 0.00
H 1.2478 -3.3417 0.9437 0.03 0.07 0.04 0.00
H 1.8962 -2.8531 -0.6240 -0.01 0.05 0.04 0.00
H -2.7067 -3.7383 -0.7462 0.02 0.06 0.02 0.00
H -2.7034 -2.4253 -1.9205 -0.03 0.00 0.07 0.00
C -4.5577 1.3908 -1.7920 -0.24 -0.09 -0.06 0.00
O -3.3261 1.2767 -1.0677 -0.06 0.36 -0.14 0.07
C -2.5491 2.3560 -1.0677 0.38 -0.62 0.29 0.11
C -2.8886 3.5783 -1.6229 -0.04 0.39 -0.09 -0.01
C -1.9587 4.6048 -1.6579 -0.30 -0.15 -0.05 0.13
C -0.6798 4.4398 -1.1245 0.47 -0.08 0.13 0.02
C -0.3231 3.2502 -0.5407 -0.07 0.08 0.23 0.07
C -1.2376 2.1655 -0.4728 0.01 -0.16 0.05 0.06
N -0.9225 1.0036 0.0817 -1.34 0.32 -0.64 0.32
N -0.5668 0.0264 2.5014 -0.23 -0.26 -0.52 0.05
C 0.0018 -0.7868 3.3513 -0.12 -0.70 0.12 0.17
C -0.3664 -2.1932 3.1314 -0.15 0.58 -0.16 0.11
O -1.1560 -2.3799 2.1481 0.60 -0.43 0.76 0.07
C 0.2112 -3.2015 3.9376 0.08 -0.55 0.22 0.00
C 1.1901 -2.8772 4.8255 -0.38 -0.21 -0.26 0.08
C 1.6325 -1.5296 5.0329 0.09 0.52 0.04 0.03
C 2.6740 -1.2254 5.9193 -0.11 -0.16 -0.02 0.01
C 3.0493 0.0820 6.1405 0.04 0.14 0.00 0.04
C 2.4002 1.1252 5.4780 0.02 -0.04 -0.01 0.00
C 1.3948 0.8505 4.5757 -0.04 -0.02 -0.04 0.04
C 1.0048 -0.4718 4.3385 0.03 0.28 0.17 0.00
H -4.3593 1.6569 -2.8326 0.02 -0.02 0.06 0.00
H -5.2113 2.1355 -1.3351 0.05 -0.04 0.03 0.00
H -5.0406 0.4217 -1.7490 0.07 -0.10 0.10 0.00
H -3.8789 3.7537 -2.0158 0.06 -0.06 -0.07 0.00
H -2.2371 5.5503 -2.1019 -0.01 0.03 0.01 0.01
H 0.0263 5.2584 -1.1559 -0.01 0.02 0.04 0.00
H 0.6309 3.1271 -0.0431 0.05 -0.02 -0.12 0.00
H -0.1175 -4.2243 3.8099 0.03 -0.01 -0.04 0.00
H 1.6537 -3.6606 5.4117 0.02 -0.02 0.01 0.00
H 3.1836 -2.0292 6.4350 -0.03 -0.03 0.03 0.00
H 3.8505 0.3067 6.8307 0.01 -0.03 0.03 0.00
H 2.6934 2.1483 5.6682 0.00 0.02 0.00 0.00
H 0.8898 1.6424 4.0388 0.00 0.02 0.00 0.00
C 1.9920 -1.3732 -4.6242 0.00 -0.09 -0.06 0.00
N 1.8493 -0.0054 -4.1900 -0.05 0.30 -0.02 0.00
C 2.7363 1.0481 -4.6746 0.13 -0.05 0.03 0.00
C 2.2170 2.2998 -3.9522 -0.04 0.18 0.00 0.00
N 1.3006 1.7289 -2.9702 0.26 0.10 -0.16 0.00
C 1.0539 0.4311 -3.2080 -0.22 -0.47 0.05 0.01
S -0.0643 -0.5237 -2.3657 0.31 0.15 -0.49 0.06
H 2.9898 -1.7468 -4.3809 -0.01 0.00 0.01 0.00
H 1.8446 -1.4459 -5.7022 0.01 0.03 0.00 0.00
H 1.2434 -1.9804 -4.1218 0.02 0.00 0.00 0.00
H 2.6759 1.1338 -5.7596 0.01 0.00 0.02 0.00
H 3.7707 0.8175 -4.4045 -0.01 0.00 -0.02 0.00
H 1.6890 2.9727 -4.6309 0.01 -0.04 -0.01 0.00
H 3.0094 2.8616 -3.4592 0.02 -0.03 -0.07 0.00
H 0.6858 2.2906 -2.4091 -0.13 -0.04 0.02 0.00
```
Forces are in eV/Å.

The calculation puts the energy relative to the best compared isomer or geometry (same formula, charge and spin) at 92.5 kJ/mol. As for the largest force on an atom: 3.41 eV Å⁻¹. As for the LUMO energy (spin up / spin down): -3.75 / -5.40 eV. The value obtained for the calculated total energy is -2138.731309 Eh. The net charge is +1. The multiplicity is 3.



energy relative to the best compared isomer or geometry (same formula, charge and spin) of number 1 (C33H39FN5O10P3SV)?
128.6 kJ/mol



Number 2 is which compound?
C25H27N6O5SW



calculated total energy of number 2 (C25H27N6O5SW)?
-2138.731309 Eh



Which of these has the lowest largest force on an atom?
C25H27N6O5SW